1.
Molecular formula: C37H44I2MoN4P2SSi2
Method: DFT, the ωB97M-V functional and the def2-TZVPD basis

Geometry as ORCA input:
```
! wB97M-V def2-TZVPD RIJCOSX def2/J DEFGRID3
* xyz 4 1
Mo 0.9881 -0.0044 -0.0153
C 2.5836 1.3775 3.0593
Si 1.3642 -0.0140 3.4303
C -0.2111 0.6913 4.1674
C 2.2559 -1.4157 4.2908
N 0.8165 -0.7135 1.7897
P -0.3183 -1.9551 1.6153
C -0.6957 -1.2299 0.0326
P -0.5832 -1.7505 -1.6646
N 0.7125 -0.6600 -1.7815
Si 1.3731 -0.0232 -3.4186
C 3.1785 -0.5624 -3.4003
C 1.1721 1.8406 -3.2954
C 0.4360 -0.8054 -4.8278
C -0.1475 -3.4249 -2.0839
C 1.0290 -3.7153 -2.7744
C 1.2538 -5.0108 -3.2054
C 0.3203 -6.0063 -2.9381
C -0.8395 -5.7179 -2.2261
C -1.0854 -4.4234 -1.8018
C -1.9681 -1.1739 -2.6229
C -2.3531 0.1640 -2.4686
C -3.3984 0.6656 -3.2196
C -4.0592 -0.1638 -4.1228
C -3.6764 -1.4907 -4.2754
C -2.6306 -2.0064 -3.5269
C -1.6170 -2.0426 2.8176
C -2.8580 -1.4699 2.5217
C -3.8586 -1.5017 3.4765
C -3.6286 -2.0989 4.7113
C -2.3977 -2.6828 4.9960
C -1.3842 -2.6556 4.0548
C 0.6080 -3.4853 1.4519
C 1.7914 -3.4832 0.7111
C 2.5467 -4.6328 0.5992
C 2.1167 -5.7998 1.2264
C 0.9239 -5.8170 1.9335
C 0.1606 -4.6646 2.0483
H 2.5151 2.1021 3.8755
H 2.4029 1.9338 2.1383
H 3.6167 1.0247 3.0532
H 0.0345 1.5775 4.7563
H -0.7079 -0.0118 4.8372
H -0.9344 0.9822 3.4025
H 2.5560 -1.0733 5.2853
H 3.1664 -1.7018 3.7619
H 1.6497 -2.3117 4.4274
H 3.6207 -0.6532 -2.4090
H 3.7621 0.1628 -3.9737
H 3.2981 -1.5192 -3.9134
H 1.6137 2.2782 -2.3960
H 0.1225 2.1396 -3.3433
H 1.6678 2.3087 -4.1500
H 0.1687 -1.8484 -4.6524
H 1.0815 -0.7835 -5.7105
H -0.4730 -0.2565 -5.0782
H 1.7516 -2.9343 -2.9824
H 2.1520 -5.2547 -3.7577
H 0.4895 -7.0134 -3.2964
H -1.5580 -6.5000 -2.0194
H -2.0000 -4.1827 -1.2689
H -1.8169 0.7987 -1.7726
H -3.7073 1.6966 -3.1065
H -4.8762 0.2295 -4.7137
H -4.1932 -2.1274 -4.9809
H -2.3284 -3.0377 -3.6541
H -3.0436 -1.0274 1.5496
H -4.8260 -1.0687 3.2589
H -4.4145 -2.1160 5.4551
H -2.2298 -3.1638 5.9504
H -0.4273 -3.1064 4.2844
H 2.1190 -2.5678 0.2220
H 3.4647 -4.6351 0.0265
H 2.7173 -6.6977 1.1609
H 0.5875 -6.7283 2.4099
H -0.7744 -4.6951 2.5919
I -0.1899 2.4426 0.3306
I -2.8595 2.2428 0.8587
N 8.0702 1.2649 -0.7390
C 7.3832 0.7995 0.2962
S 7.9809 0.5770 1.8198
C 5.9266 0.5755 0.1872
C 5.0672 1.5252 -0.3896
C 3.7109 1.3194 -0.3611
N 3.1353 0.2250 0.1953
C 3.9668 -0.6917 0.7533
C 5.3293 -0.5564 0.7639
H 9.0541 1.4670 -0.6301
H 7.6844 1.3885 -1.6612
H 5.4522 2.4429 -0.8151
H 3.0483 2.0688 -0.7860
H 3.5042 -1.5434 1.2348
H 5.9426 -1.3093 1.2395
*
```

Output
HOMO energy (spin up / spin down) = -17.059 / -17.061 eV
E_tot = -108233.28995 eV

Mulliken population analysis, charges in e, atoms 1 to 2:
1 Mo -0.96
2 C -0.98

***

2.
Molecular formula: C18H18GaNO4
Method: DFT, the ωB97M-V functional and the def2-TZVPD basis

Geometry as ORCA input:
```
! wB97M-V def2-TZVPD RIJCOSX def2/J DEFGRID3
* xyz 0 1
C -0.2013 3.2989 -1.1066
C 0.9165 3.3271 -0.2458
C 1.7631 2.2615 -0.6038
H 1.0897 4.0356 0.5453
C 1.1719 1.5783 -1.6827
C -0.0473 2.2128 -1.9902
H -0.7253 1.9329 -2.7756
H -1.0341 3.9793 -1.0896
H 2.6823 1.9937 -0.1094
H 1.5511 0.6938 -2.1631
C -0.7749 1.0361 2.5645
C -0.7096 2.4170 2.2861
C -1.7934 2.7375 1.4360
H 0.0079 3.1100 2.6912
C -2.4811 1.5500 1.1420
C -1.8490 0.4974 1.8483
H -2.1051 -0.5456 1.7810
H -0.0590 0.4763 3.1412
H -2.0285 3.7158 1.0565
H -3.3433 1.4542 0.5065
Ga -0.2681 1.3162 0.2181
O 0.6126 -0.2745 0.5075
C 1.5841 -1.0903 -0.0747
C 1.0037 -1.9901 -1.1035
H 2.3901 -0.4809 -0.5060
H 2.0609 -1.6836 0.7226
H 0.8423 -1.5378 -2.0728
H 1.4088 -3.9410 -2.8507
C 0.9446 -4.2861 -1.9355
C 0.6686 -3.3379 -0.9158
C 0.0591 -3.8263 0.2695
H -0.1777 -3.1413 1.0717
C -0.2440 -5.1632 0.4141
H -0.7095 -5.5087 1.3283
C 0.0418 -6.0721 -0.6017
H -0.1979 -7.1195 -0.4797
C 0.6388 -5.6186 -1.7773
H 0.8635 -6.3183 -2.5718
O -1.5684 5.3959 0.0976
N -0.9237 4.5766 0.7627
O -0.4028 5.0875 1.7240
O -0.6572 3.2512 0.5413
*
```

Output
HOMO energy (spin up / spin down) = -6.687 / -7.035 eV
E_tot = -80992.64131 eV

Mulliken population analysis, charges in e, atoms 1 to 2:
1 C -0.17
2 C -0.09

***

3.
Molecular formula: C14H39N3O4
Method: DFT, the ωB97M-V functional and the def2-TZVPD basis

Geometry as ORCA input:
```
! wB97M-V def2-TZVPD RIJCOSX def2/J DEFGRID3
* xyz 0 1
C 2.1410 -0.5234 -3.2939
O 2.9108 -1.7111 -3.2750
C 2.1072 -2.8310 -3.5021
C 2.9675 -4.0920 -3.5475
C 4.0213 -4.0816 -4.6761
N 2.0719 -5.2459 -3.5532
H 1.3031 -0.4934 -2.5925
H 1.7149 -0.3665 -4.2942
H 2.8298 0.2868 -3.0680
H 1.3619 -3.0531 -2.7206
H 1.5118 -2.7162 -4.4226
H 3.5322 -4.1677 -2.6170
H 4.6558 -4.9449 -4.4381
H 4.6758 -3.2148 -4.5990
H 3.6519 -4.2201 -5.6902
H 2.6049 -6.1039 -3.5633
H 1.4391 -5.2206 -4.3424
C 2.0590 2.9442 3.3579
O 1.6902 3.3046 2.0531
C 0.8733 2.3046 1.4484
C 0.7476 2.4915 -0.0384
C -0.5231 1.7646 -0.4979
N 1.9738 2.1051 -0.7726
H 2.3994 3.8133 3.9239
H 2.9082 2.2463 3.3611
H 1.2481 2.4766 3.9284
H 1.1489 1.2507 1.6058
H -0.1001 2.4327 1.9414
H 0.5993 3.5540 -0.2782
H -0.5916 1.7503 -1.5869
H -1.4174 2.1574 -0.0199
H -0.4627 0.7010 -0.2383
H 2.7420 2.4844 -0.2290
H 1.9126 2.5723 -1.6670
C -1.5311 2.5607 5.9213
O -2.6478 2.1584 5.1397
C -2.2507 1.5126 3.9501
C -3.4822 1.0233 3.2068
C -3.1562 0.0552 2.0613
N -4.2157 2.1538 2.6438
H -0.7938 3.0424 5.2661
H -1.0681 1.6932 6.3940
H -1.8862 3.3342 6.5957
H -1.7668 2.2176 3.2557
H -1.5491 0.7064 4.1949
H -4.0536 0.4542 3.9556
H -2.7525 0.5884 1.1979
H -4.1464 -0.2474 1.7036
H -2.5335 -0.8038 2.2963
H -4.3439 2.8751 3.3502
H -5.1581 1.8267 2.4419
C -1.4180 -1.9100 -1.0014
C -2.1832 -0.9633 -1.9347
O -1.3631 -0.5424 -3.0342
H -2.0207 -2.0300 -0.0983
H -0.3973 -1.5745 -0.8544
H -1.4926 -2.8854 -1.4884
H -2.5721 -0.0691 -1.4568
H -3.0031 -1.5140 -2.4032
H -0.9231 -1.3165 -3.3993
*
```

Output
SMILES string = COC[C@H](C)N.COC[C@H](C)N.COC[C@H](C)N.CCO
HOMO energy = -9.217 eV
E_tot = -27808.46935 eV

Mulliken population analysis, charges in e, atoms 1 to 2:
1 C -0.43
2 O -0.37

***

4.
Molecular formula: C17H37NReSi4Te
Method: DFT, the ωB97M-V functional and the def2-TZVPD basis

Geometry as ORCA input:
```
! wB97M-V def2-TZVPD RIJCOSX def2/J DEFGRID3
* xyz 0 4
C 1.7414 -1.3568 -0.6489
C 2.0570 -0.6392 0.5315
C 2.0925 0.7543 0.2068
C 1.8891 0.9018 -1.2098
C 1.6487 -0.4378 -1.7324
Re 0.0378 0.0555 -0.3883
C -0.4174 -2.0659 2.3403
C -1.1213 -2.9667 1.6596
C -1.9596 -3.4829 0.7591
N -0.8739 0.8052 -1.6203
H 2.2536 1.5586 0.9130
H 2.2767 -1.0623 1.5009
H 1.9037 1.8300 -1.7513
H 1.3876 -0.6851 -2.7580
H 1.6241 -2.4399 -0.7086
H 0.6768 -2.1121 2.4739
H -0.7624 -1.4193 -0.4717
H -0.8916 -1.2277 2.8591
H -2.3746 -4.4866 0.8557
H -2.2900 -2.9094 -0.1130
C -3.9465 3.7107 2.6445
Si -2.6954 4.9494 1.9716
C -3.6171 6.3756 1.1476
C -1.6502 5.6248 3.3895
Si -1.2925 3.8372 0.4336
Te -0.8248 1.6825 1.6431
Si -2.4910 3.4365 -1.5741
C -3.1578 5.0447 -2.2605
C -1.5182 2.7586 -3.0115
C -3.8029 2.2176 -0.9805
Si 0.4542 5.3559 -0.0303
C -0.2984 7.0568 -0.3652
C 1.6373 5.4491 1.4306
C 1.3827 4.7986 -1.5686
H -4.5097 4.2006 3.4536
H -3.4587 2.8172 3.0561
H -4.6622 3.3850 1.8783
H -4.2184 6.8736 1.9237
H -2.9492 7.1266 0.7076
H -4.3051 6.0269 0.3675
H -1.0528 4.8342 3.8638
H -0.9678 6.4244 3.0709
H -2.3280 6.0395 4.1515
H -2.3413 5.7231 -2.5404
H -3.6864 4.7495 -3.1790
H -3.8523 5.5650 -1.5978
H -1.2563 1.5481 -2.4902
H -2.0552 2.7031 -3.9740
H -0.5430 3.2117 -3.1994
H -3.3856 1.2999 -0.5446
H -4.4719 2.6794 -0.2418
H -4.4012 1.9382 -1.8612
H -0.7777 7.4899 0.5224
H 0.5214 7.7284 -0.6636
H -1.0335 7.0430 -1.1810
H 2.0627 4.4616 1.6567
H 2.4671 6.1239 1.1694
H 1.1618 5.8310 2.3431
H 1.8839 3.8355 -1.4140
H 0.7290 4.7136 -2.4455
H 2.1545 5.5503 -1.7948
*
```

Output
HOMO energy (spin up / spin down) = -6.002 / -7.130 eV
E_tot = -60648.65739 eV

Mulliken population analysis, charges in e, atoms 1 to 2:
1 C -0.46
2 C -0.59

***

5.
Molecular formula: C5H8N4O3S
Method: DFT, the ωB97M-V functional and the def2-TZVPD basis

Geometry as ORCA input:
```
! wB97M-V def2-TZVPD RIJCOSX def2/J DEFGRID3
* xyz 0 1
C 2.0710 2.0832 0.3943
C -0.3665 -1.1721 0.1078
C 2.7927 3.0253 -0.3042
C -3.1948 -1.1755 1.0883
C -3.0940 -0.9418 -0.4167
N 3.7064 0.1030 -0.1830
N 3.7260 -0.9256 -0.5352
N -1.0496 -1.9470 -0.8735
N -2.2324 -1.9221 -1.1633
O 0.2578 -1.6371 1.0285
O 3.7895 -2.0689 -0.7687
O -0.2330 0.0754 -0.3564
S 1.0616 1.0096 0.8080
H 3.5566 3.4816 0.2701
H 2.1423 3.8477 -0.7775
H 3.3224 2.6501 -1.2533
H -3.7992 -2.0534 1.2918
H -2.3102 -1.5292 1.5707
H -3.4144 -0.1441 1.5724
H -2.6291 0.0877 -0.5393
H -4.1031 -0.8465 -0.9608
*
```

Output
HOMO energy = -8.409 eV
E_tot = -28246.03939 eV

Mulliken population analysis, charges in e, atoms 1 to 2:
1 C 0.47
2 C 0.80

***

6.
Molecular formula: C2H4ClF
Method: DFT, the ωB97M-V functional and the def2-TZVPD basis

Geometry as ORCA input:
```
! wB97M-V def2-TZVPD RIJCOSX def2/J DEFGRID3
* xyz 0 1
C -0.0354 0.3427 0.8066
C -0.7362 4.2046 -0.8987
F -1.5322 3.2454 -0.4657
Cl 0.8650 3.6881 -0.8229
H -0.7805 1.2071 1.0289
H 0.3198 -0.0980 1.7281
H -0.3268 -0.1214 -0.0999
H 0.8535 0.8655 0.4971
*
```

Output
HOMO energy = -10.261 eV
E_tot = -17375.57036 eV

Mulliken population analysis, charges in e, atoms 1 to 2:
1 C -0.96
2 C 0.02